Entry 1:
{
  "formula": "C11H18Cl2N2O2PPb",
  "method": "wB97M-V/def2-TZVPD",
  "species": ["C", "C", "H", "H", "H", "O", "Cl", "Pb", "P", "C", "C", "H", "H", "H", "C", "H", "H", "H", "H", "H", "H", "C", "O", "Cl", "N", "C", "C", "C", "N", "C", "C", "H", "H", "H", "H", "H", "H"],
  "positions_angstrom": [[1.236, 0.981, -5.533], [1.193, 1.357, -4.114], [1.820, 1.804, -6.082], [0.137, 0.817, -5.822], [1.646, -0.086, -5.594], [1.760, 1.769, -3.125], [-0.661, -1.761, -3.832], [-0.515, 0.149, -2.327], [1.873, -1.041, 0.174], [3.235, -0.554, 1.298], [1.591, -2.706, 0.832], [2.237, -1.859, -2.083], [3.647, -2.186, -0.988], [3.383, -0.530, -1.673], [2.876, -1.435, -1.282], [0.789, -3.173, 0.215], [2.532, -3.306, 0.806], [4.024, -1.327, 1.303], [2.831, -0.427, 2.313], [1.220, -2.638, 1.876], [3.656, 0.407, 0.969], [0.871, 1.310, 0.577], [0.966, 2.251, 1.261], [-1.185, -2.197, -1.005], [-4.641, 1.499, 3.750], [-3.700, 1.075, 2.882], [-4.005, 0.835, 1.515], [-2.972, 0.451, 0.657], [-1.703, 0.348, 1.075], [-1.418, 0.459, 2.367], [-2.372, 0.834, 3.313], [-5.622, 1.700, 3.444], [-4.424, 1.701, 4.729], [-5.026, 0.960, 1.130], [-3.168, 0.200, -0.395], [-0.405, 0.237, 2.680], [-2.092, 0.962, 4.350]],
  "forces_ev_per_angstrom": [[-1.97, -0.78, 0.02], [6.83, 3.00, 4.82], [-0.83, -1.01, 0.68], [1.39, 0.56, -0.29], [-0.08, 1.28, 0.25], [-4.26, -2.48, -6.56], [0.67, 1.01, -1.40], [-2.04, -3.12, 1.43], [2.92, -2.76, 1.02], [-0.51, 1.34, 0.32], [-1.68, -0.68, 0.19], [0.42, 0.01, 0.34], [-0.62, 0.54, -0.04], [-0.13, -0.49, 0.21], [-0.29, 0.53, -1.59], [0.75, 0.06, 0.57], [-0.53, 0.68, -0.07], [-0.50, 0.19, -0.16], [0.29, -0.05, -0.22], [0.23, -0.12, -0.56], [0.08, -0.27, 0.22], [0.42, 4.88, 2.77], [-0.39, -4.22, -2.90], [0.31, 1.87, 0.52], [-0.24, 0.02, -0.92], [-0.78, 0.32, 0.59], [-0.20, -0.22, -1.13], [-0.80, 0.24, 0.51], [0.09, -0.24, -0.49], [-0.97, 0.25, 0.97], [0.91, -0.20, -0.05], [1.13, -0.30, 0.32], [-0.02, -0.14, -0.27], [0.48, -0.08, 0.23], [-0.03, 0.24, 0.58], [-0.03, 0.17, 0.04], [-0.02, -0.03, 0.04]],
  "mulliken_charge": [-0.62, 0.61, 0.37, 0.37, 0.37, -0.19, -0.31, 0.83, 0.94, -1.31, -1.18, 0.35, 0.45, 0.36, -1.08, 0.31, 0.46, 0.42, 0.42, 0.38, 0.44, 0.11, -0.15, -0.35, -0.30, 1.21, -0.70, -0.32, 0.05, -0.23, -0.75, 0.30, 0.28, 0.36, 0.33, 0.42, 0.37],
  "total_energy_ev": -58322.7033,
  "e_above_lowest_ev": 3.320,
  "charge": 3,
  "e_homo_ev": [-17.738, -17.727]
}


Entry 2:
{
  "formula": "C2H6N2O2",
  "method": "wB97M-V/def2-TZVPD",
  "species": ["C", "N", "N", "C", "O", "O", "H", "H", "H", "H", "H", "H"],
  "positions_angstrom": [[-0.694, -0.773, 0.729], [-0.029, -1.365, -0.210], [-0.250, -0.554, 1.981], [0.386, 0.588, -1.763], [0.599, 1.506, -0.668], [-0.455, 0.851, -2.601], [-0.036, 2.225, -0.850], [0.908, -1.604, 0.115], [-1.716, -0.426, 0.530], [0.751, -0.554, 2.129], [-0.739, 0.147, 2.525], [1.274, -0.041, -1.918]],
  "forces_ev_per_angstrom": [[0.61, -0.95, -1.65], [-1.03, 0.51, 0.82], [0.05, 0.73, 1.13], [-0.06, 3.36, -0.80], [-0.48, -1.45, -1.55], [1.05, -1.06, 1.58], [0.20, -0.37, 0.11], [-0.01, -0.06, 0.04], [0.31, -0.18, 0.01], [-0.17, -0.11, -0.04], [0.11, -0.22, -0.08], [-0.59, -0.19, 0.44]],
  "mulliken_charge": [0.18, -0.70, -0.46, 0.33, -0.43, -0.50, 0.30, 0.19, 0.36, 0.22, 0.24, 0.28],
  "total_energy_ev": -9245.9110,
  "e_above_lowest_ev": 1.407,
  "smiles": "[H]/N=C\\N.O=CO",
  "e_homo_ev": -9.619
}


Copy entry 2 word for word.
{
  "formula": "C2H6N2O2",
  "method": "wB97M-V/def2-TZVPD",
  "species": ["C", "N", "N", "C", "O", "O", "H", "H", "H", "H", "H", "H"],
  "positions_angstrom": [[-0.694, -0.773, 0.729], [-0.029, -1.365, -0.210], [-0.250, -0.554, 1.981], [0.386, 0.588, -1.763], [0.599, 1.506, -0.668], [-0.455, 0.851, -2.601], [-0.036, 2.225, -0.850], [0.908, -1.604, 0.115], [-1.716, -0.426, 0.530], [0.751, -0.554, 2.129], [-0.739, 0.147, 2.525], [1.274, -0.041, -1.918]],
  "forces_ev_per_angstrom": [[0.61, -0.95, -1.65], [-1.03, 0.51, 0.82], [0.05, 0.73, 1.13], [-0.06, 3.36, -0.80], [-0.48, -1.45, -1.55], [1.05, -1.06, 1.58], [0.20, -0.37, 0.11], [-0.01, -0.06, 0.04], [0.31, -0.18, 0.01], [-0.17, -0.11, -0.04], [0.11, -0.22, -0.08], [-0.59, -0.19, 0.44]],
  "mulliken_charge": [0.18, -0.70, -0.46, 0.33, -0.43, -0.50, 0.30, 0.19, 0.36, 0.22, 0.24, 0.28],
  "total_energy_ev": -9245.9110,
  "e_above_lowest_ev": 1.407,
  "smiles": "[H]/N=C\\N.O=CO",
  "e_homo_ev": -9.619
}